The following is a quantum chemistry calculation of a structure of composition C50H46As2Cl3N6O5S2Tc, from OMol25.

F_max   1.45 eV/A
Total energy   -9365.88573 Ha
<S²>   3.773
Net charge   +3
Multiplicity   4
E_HOMO (spin up / spin down)   -14.05 / -14.05 eV

Last column: Mulliken spin population.
Positions of all 115 atoms, in Å:
H 10.73 13.34 7.35  0.000
H 22.59 8.63 14.58  0.001
H 16.70 10.49 16.83  -0.002
H 20.44 10.30 9.07  -0.001
C 12.31 9.09 12.16  -0.001
H 15.62 14.83 17.65  0.004
H 8.34 18.40 13.17  0.000
H 16.80 9.64 14.58  -0.005
C 8.50 15.67 12.68  0.000
C 17.91 13.71 16.39  -0.007
N 17.44 15.88 15.18  0.012
C 10.71 14.07 10.68  0.000
H 19.53 13.20 12.12  0.001
C 9.69 16.00 14.95  0.000
C 10.74 13.14 8.42  0.000
C 19.48 9.77 15.12  0.027
H 15.90 15.33 10.08  -0.011
H 9.37 19.46 15.37  0.000
H 18.00 15.44 8.81  0.001
H 16.42 11.27 19.17  0.000
C 12.76 9.09 10.83  -0.001
C 18.84 9.15 9.86  0.018
Cl 10.12 14.38 15.28  0.000
N 12.20 10.24 14.35  0.000
C 18.04 7.31 8.59  -0.020
Cl 10.60 15.81 8.59  0.000
C 20.57 8.94 15.22  0.009
C 18.92 7.69 7.57  0.066
C 16.83 14.70 15.86  0.013
C 10.67 12.75 11.15  0.000
Tc 16.57 13.87 12.96  1.878
H 17.57 16.37 13.28  0.008
H 13.40 16.27 9.47  -0.001
C 17.17 13.20 18.80  -0.002
C 10.64 15.19 11.70  0.000
O 15.79 12.45 11.93  0.113
H 13.83 11.88 13.29  0.008
H 12.40 8.35 10.12  0.000
H 17.02 13.51 19.84  0.000
N 16.54 15.12 17.31  0.002
O 15.17 12.57 9.76  0.028
H 10.72 14.70 12.67  0.000
C 18.60 12.08 10.54  0.101
H 17.43 8.65 12.58  0.012
C 16.73 10.37 13.76  -0.068
O 11.17 9.69 14.60  0.000
H 8.40 14.61 12.90  0.000
H 20.52 8.07 15.85  0.000
H 18.60 9.53 15.71  -0.001
H 10.60 12.55 12.21  0.000
C 16.84 11.95 18.43  0.002
C 13.82 15.91 10.40  0.004
Cl 10.79 10.50 7.86  0.000
O 9.39 15.87 11.59  0.000
H 17.37 13.34 7.68  0.001
C 19.01 13.27 11.18  -0.019
H 20.72 12.12 13.01  0.032
C 10.74 11.84 8.93  0.000
S 10.13 17.23 16.06  0.000
C 13.57 11.11 12.57  -0.002
C 17.11 9.69 12.44  0.144
H 16.74 16.62 15.14  0.002
H 19.15 15.40 10.97  -0.001
H 11.66 8.31 12.51  0.000
N 15.09 15.15 12.05  -0.036
C 15.06 15.47 10.72  0.024
C 14.04 11.12 11.26  -0.024
C 20.67 11.25 13.63  0.056
C 15.03 12.16 10.88  -0.009
H 13.53 15.20 13.50  -0.010
C 18.05 12.12 9.27  0.018
As 17.88 11.92 14.30  -0.110
As 18.64 10.32 11.31  0.631
C 10.65 11.66 10.31  0.000
H 15.70 10.70 13.74  0.025
C 21.72 9.27 14.49  0.014
C 18.15 14.50 9.30  0.012
S 15.36 14.10 14.97  -0.034
C 10.71 14.24 9.29  0.000
H 16.65 16.12 17.52  -0.001
H 11.53 17.00 10.81  0.000
H 18.91 7.16 6.64  0.003
H 18.74 15.34 13.75  0.005
C 13.60 10.12 10.38  0.002
H 13.89 10.19 9.35  0.000
H 11.62 16.92 12.55  0.000
C 19.81 8.75 7.73  -0.022
O 12.88 10.90 15.13  0.000
N 13.06 15.87 11.54  0.006
C 9.40 18.43 15.03  0.000
H 17.73 11.21 8.79  -0.008
H 17.30 7.81 10.53  0.002
H 16.25 9.68 11.77  -0.003
H 18.89 13.98 16.01  -0.002
N 17.73 15.51 13.80  -0.018
C 19.78 9.47 8.90  0.049
H 17.38 6.47 8.46  0.000
C 21.78 10.40 13.72  -0.010
C 17.81 13.34 8.66  0.000
H 18.45 14.89 18.23  0.000
C 17.04 11.49 17.08  -0.008
C 12.72 10.11 12.99  0.002
C 17.99 8.06 9.74  0.053
C 8.86 17.86 13.93  0.000
C 13.85 15.38 12.50  0.048
C 17.69 14.23 17.84  0.000
C 18.77 14.48 10.55  0.010
C 19.54 10.93 14.35  -0.027
H 20.52 8.99 6.95  0.000
C 8.99 16.43 13.87  0.000
H 10.56 10.68 10.72  0.000
C 17.59 12.28 16.14  0.016
H 22.68 10.64 13.16  -0.001
C 11.67 16.31 11.65  -0.002
H 7.53 16.06 12.37  0.000